DFT (ωB97M-V/def2-TZVPD) results for a molecular structure, C38H100F6N9O14S2Ti at a distorted geometry.

Values from the calculation:
- 2S+1 = 4
- ⟨S²⟩ = 3.75
- LUMO energy (alpha / beta) (eV) = 0.15 / -0.02
- gap between HOMO and LUMO (alpha / beta) (Ha) = 0.2260 / 0.3052

```
170
Properties=species:S:1:pos:R:3:forces:R:3:mulliken_charge:R:1
Ti -1.729485 -1.688896 2.131443 -0.6155 -0.0691 0.1704 0.268
C -2.357327 -0.280841 -1.373418 0.0756 0.4734 1.3658 -0.067
F -3.122057 -1.302692 -0.953399 0.0795 -0.0575 -0.4699 -0.155
F -2.422094 -0.138346 -2.675811 -0.1547 -0.1709 -0.1198 0.050
F -2.844022 0.807494 -0.757117 0.1016 0.1463 -0.3980 -0.204
S -0.588688 -0.579722 -0.882117 -0.5451 -2.0225 -0.8413 0.483
O -0.439219 -1.981368 -1.168640 -0.2344 0.0088 0.5480 -0.510
O 0.215039 0.288723 -1.676591 -0.1007 0.9336 0.5714 -0.357
N -0.637455 -0.300216 0.749739 0.4870 0.2909 -1.5472 0.715
S 0.684439 0.522307 1.091935 0.8084 1.8504 0.6450 0.753
O 1.888934 -0.156789 0.720129 -0.2294 -0.4300 0.2467 -0.424
O 0.635784 1.933239 0.808714 -0.1278 -0.3082 -0.1322 -0.696
C 0.593685 0.592519 2.928873 -0.0591 -0.4571 0.2663 -0.119
F -0.321968 1.455371 3.349455 0.0388 -0.1673 -0.0855 -0.092
F 0.269249 -0.632667 3.410764 -0.0827 -0.0061 0.0377 -0.199
F 1.773313 0.949301 3.406691 -0.1351 -0.1194 -0.1319 0.031
C -5.231857 -6.914963 -4.230451 -0.1057 1.4100 0.6598 -1.541
C -3.902795 -6.296738 -4.647013 -0.0758 -1.6303 -1.0157 0.370
C -3.616240 -4.952380 -4.055744 0.4280 0.3624 0.0796 0.281
O -4.540753 -3.992476 -4.511931 -0.8125 -0.2424 -0.0850 -0.461
C -4.112085 -2.687703 -4.280159 1.1150 0.5535 0.6403 -0.534
N -2.804151 -7.231520 -4.277150 0.2760 0.3153 -0.4443 -0.664
H -5.235805 -7.019001 -3.139978 0.1299 -0.6835 -0.0970 0.331
H -5.438887 -7.822163 -4.787968 -0.0310 -0.2108 0.2383 0.436
H -6.042890 -6.195605 -4.381499 0.0537 -0.1074 -0.4343 0.323
H -3.911735 -6.256512 -5.745135 -0.1660 0.5842 0.0509 0.289
H -2.613929 -4.610903 -4.351420 0.1129 -0.2920 0.1458 0.047
H -3.638863 -5.061376 -2.957879 0.0001 0.2337 -0.0360 -0.097
H -3.357892 -2.354719 -5.009867 -0.1943 -0.1092 -0.1582 0.257
H -3.594288 -2.614030 -3.308353 -0.2021 -0.0374 -0.0050 0.103
H -4.922735 -1.962769 -4.255923 -0.2965 -0.2849 -0.2367 0.387
H -3.060143 -8.176990 -4.549482 -0.3307 0.0237 0.3072 0.281
H -2.046993 -7.044583 -4.935762 0.2114 0.1990 0.3919 0.166
C 0.419542 -0.121839 -4.865210 1.2474 0.3806 -0.6046 -1.099
C 0.314518 1.373842 -5.183635 -1.0638 -0.9203 0.2343 1.603
C 1.609070 2.161445 -4.992062 -0.0986 -0.6512 0.5540 -0.914
O 1.321587 3.519477 -4.757820 0.0440 0.2881 -0.5667 -0.438
C 1.007342 3.780951 -3.400983 -0.0015 -0.0323 -0.0048 -0.425
N -0.255059 1.514984 -6.545475 0.1386 0.7409 0.6888 -0.635
H 0.793916 -0.619269 -5.768802 0.2957 -0.1439 0.2409 0.382
H -0.486667 -0.660223 -4.600927 -0.2628 0.4474 0.1645 0.100
H 1.155402 -0.164647 -4.061856 -0.1214 -0.7153 0.0497 0.122
H -0.388328 1.738605 -4.430453 -0.1971 0.4364 -0.3119 -0.641
H 2.226453 2.022142 -5.883215 0.0741 0.4621 -0.0588 0.382
H 2.187190 1.769853 -4.142670 -0.0733 -0.0949 -0.0315 0.326
H 0.342296 3.026197 -2.976256 0.0768 -0.0512 0.0808 0.212
H 0.484663 4.732256 -3.339081 0.0827 0.0472 -0.1326 0.115
H 1.928468 3.830683 -2.811251 -0.0624 -0.0546 0.1145 0.246
H 0.454651 1.137591 -7.169159 -0.2278 -0.0647 -0.2021 0.315
H -0.270456 2.516362 -6.741283 -0.0495 -0.0523 -0.1536 0.308
C -2.429530 3.518594 2.625860 0.1722 -1.0088 0.5312 -1.134
C -3.478120 3.116406 3.659824 -0.7850 1.1788 -0.6108 0.534
C -3.997279 4.335543 4.404043 -0.9721 -0.5302 0.7343 -0.896
O -4.875332 3.846783 5.435896 0.8654 0.2310 0.0962 -0.304
C -5.297872 4.883809 6.293641 -0.9797 -0.1533 -0.1924 -0.751
N -4.577753 2.461873 2.925600 -0.1325 -0.4203 0.4526 -0.667
H -2.817598 4.230020 1.900212 -0.0142 0.1137 0.0353 0.500
H -2.169460 2.592643 2.108504 0.1564 0.2429 -0.2749 -0.238
H -1.523073 3.889468 3.102834 -0.0232 0.2078 -0.0975 0.433
H -3.126243 2.439700 4.439982 0.2994 -0.2073 -0.2797 0.291
H -4.651046 4.952844 3.773507 0.5802 0.2704 -0.3294 0.329
H -3.185088 4.910109 4.860543 -0.0129 0.1254 -0.1208 0.493
H -4.498932 5.536287 6.652504 0.1910 -0.1744 -0.0282 0.290
H -5.811780 4.410012 7.128804 0.1906 0.0330 0.1354 0.247
H -6.056832 5.500975 5.789437 0.1995 0.1331 -0.0100 0.305
H -5.014420 3.112462 2.279829 0.2228 0.0553 -0.1008 0.253
H -5.316682 2.211133 3.577857 0.0665 0.0926 0.0763 0.238
C 1.264232 -6.870656 -3.060998 0.0674 -0.1075 0.6008 -1.472
C 0.834756 -5.479262 -2.604689 -0.5866 0.6550 -0.4855 0.471
C 0.922320 -4.476662 -3.751695 0.7501 0.6566 0.3203 -0.219
O -0.008746 -4.816152 -4.756606 0.0965 -0.1091 0.0380 -0.187
C 0.116809 -3.991744 -5.888574 0.3106 0.1361 -0.1865 -0.713
N -0.537061 -5.473815 -2.067309 0.1346 -0.3556 -0.2180 -0.613
H 2.126358 -6.803516 -3.724083 0.0659 -0.0329 0.0510 0.357
H 0.491649 -7.448989 -3.567003 -0.1783 0.2715 -0.0533 0.218
H 1.542896 -7.428994 -2.164855 0.0620 -0.1795 -0.1658 0.412
H 1.520127 -5.143916 -1.822028 0.0159 0.0669 -0.0337 0.365
H 1.975783 -4.409959 -4.083708 -0.2372 -0.4253 -0.5278 0.402
H 0.726202 -3.436763 -3.439138 -0.2616 -0.2167 0.3678 -0.090
H 0.374634 -2.959487 -5.623784 -0.0714 -0.0522 0.1377 0.185
H -0.828582 -3.964145 -6.428770 -0.0021 -0.2001 -0.0347 0.279
H 0.919611 -4.374163 -6.529065 -0.1081 0.0729 -0.1616 0.307
H -1.099599 -5.821824 -2.842556 -0.2982 -0.1606 0.3107 0.112
H -0.827710 -4.504533 -1.959196 0.1009 0.0173 0.1487 0.263
C 5.285212 2.433957 0.876811 1.1109 -0.0917 0.0756 -1.542
C 5.276376 1.093237 0.170531 -1.9804 0.2348 -0.2393 1.102
C 6.602001 0.665093 -0.343956 0.6033 0.1154 0.5486 -1.146
O 6.438286 -0.467865 -1.163187 -0.1402 -0.5029 0.2789 -0.280
C 7.492018 -1.394097 -1.029968 0.6341 0.2118 -0.4491 -0.766
N 4.741100 0.051356 1.069253 0.0559 -0.2175 -0.5625 -0.031
H 5.539360 3.252311 0.199779 -0.3829 -0.0117 -0.1316 0.489
H 6.108243 2.437404 1.603716 -0.2969 -0.0532 0.2580 0.338
H 4.341994 2.606489 1.386436 -0.0511 0.1577 -0.0260 0.182
H 4.583018 1.156607 -0.685300 0.2384 0.2228 -0.1230 0.087
H 7.190657 0.415420 0.550727 0.2039 -0.0662 -0.1415 0.368
H 7.113267 1.481610 -0.866413 -0.0202 -0.0479 -0.1585 0.400
H 7.231161 -2.335722 -1.508770 -0.2187 0.1147 -0.1183 0.249
H 7.768766 -1.612129 0.006311 -0.2470 0.1478 0.1165 0.315
H 8.380958 -0.982843 -1.528974 0.0762 -0.2237 0.0657 0.320
H 4.752222 -0.791302 0.491416 0.1868 -0.1340 0.3047 0.196
H 3.735640 0.182968 1.187118 0.3828 0.3327 -0.0296 -0.016
C -6.171538 -0.782502 2.778387 -0.7260 -0.9731 0.2076 -1.608
C -4.763495 -1.364217 2.682242 -0.5407 1.5128 -0.5347 0.443
C -4.787542 -2.472190 1.661901 0.3938 -0.5696 0.2829 -0.775
O -3.472408 -3.042327 1.559785 0.0694 0.5244 0.3615 -0.033
C -3.367627 -4.061502 0.611843 0.6891 -1.5713 -1.9194 -0.909
N -3.794470 -0.350324 2.247155 1.5208 0.0986 -0.3597 0.326
H -6.849317 -1.583610 3.104253 0.0028 0.1415 0.0661 0.488
H -6.559835 -0.467617 1.808332 0.2403 0.2356 -0.0279 0.341
H -6.281029 0.017174 3.505452 0.2553 0.1244 -0.0518 0.341
H -4.447048 -1.704567 3.669345 0.0099 -0.2796 -0.0638 0.287
H -5.087227 -2.082977 0.683954 -0.0593 -0.0295 -0.0015 0.302
H -5.464673 -3.269109 1.979759 -0.1226 0.0607 -0.1196 0.527
H -3.485575 -3.750657 -0.438073 -0.2565 0.6126 0.3408 0.142
H -4.033914 -4.929648 0.699424 -0.3436 0.4372 0.7508 0.367
H -2.368648 -4.506623 0.590277 0.0826 0.3620 0.5587 0.376
H -3.829314 -0.110821 1.256328 -0.4232 -0.5830 -0.0910 -0.122
H -3.914543 0.599834 2.626866 -0.2393 -0.4809 0.5008 -0.174
C 5.087206 -3.204408 4.847204 -1.1506 -0.5731 -0.1139 -1.409
C 4.633530 -2.299947 3.714472 0.4130 -0.0883 -0.8032 0.761
C 3.120881 -2.121824 3.695637 0.1231 0.7957 0.2768 0.071
O 2.354340 -3.227416 3.298826 -0.1714 -0.3136 -0.1299 -0.462
C 2.530039 -3.582207 1.940994 -0.0315 -0.7054 0.1210 -0.732
N 5.261756 -0.983214 3.812150 -0.6748 -0.0132 0.6906 -0.658
H 4.687849 -4.213871 4.688736 0.1885 0.0173 -0.1198 0.288
H 4.555593 -2.860607 5.738852 0.5083 0.1369 0.2282 0.333
H 6.157814 -3.287698 5.008906 0.0747 0.2756 -0.0556 0.391
H 4.844968 -2.718305 2.711709 0.3088 -0.3258 0.3226 0.221
H 2.928301 -1.276583 3.015564 -0.1235 -0.0671 0.0800 -0.612
H 2.777301 -1.853593 4.698682 -0.0597 0.0686 -0.0630 0.487
H 3.453112 -4.159882 1.816617 0.1523 0.3916 -0.2342 0.370
H 2.474590 -2.713145 1.278468 0.2050 0.0140 -0.0026 0.216
H 1.745284 -4.289006 1.659762 -0.2138 0.2229 0.1735 0.283
H 4.832337 -0.365875 3.123362 0.6176 -0.1676 0.0107 0.014
H 6.245325 -1.068922 3.596662 0.0066 0.1523 -0.0992 0.317
C 3.322189 3.637129 4.232960 0.6274 0.4359 -0.0787 -0.887
C 4.063200 4.540724 5.216231 0.4266 -0.6140 -0.0526 0.640
C 3.234763 5.715769 5.654668 -0.8240 0.6489 -0.7149 -0.904
O 3.921063 6.465532 6.632047 -0.3056 -0.5221 0.4865 -0.346
C 3.041520 7.181535 7.478546 0.0710 0.7001 -0.9455 -0.750
N 4.519582 3.756932 6.392394 -0.6400 0.7009 -0.3897 -0.799
H 2.909896 4.205284 3.393750 -0.1866 0.0343 0.1235 0.274
H 2.557528 3.063024 4.748269 -0.0322 -0.0891 -0.0772 0.316
H 4.088932 2.995013 3.797028 -0.3055 -0.4269 0.0624 -0.043
H 4.940032 4.938952 4.687098 -0.0840 0.1841 0.0125 0.251
H 2.208399 5.461267 5.962729 0.3202 -0.5204 0.5844 0.422
H 3.001083 6.344029 4.775376 0.4552 0.0393 0.0022 0.352
H 3.659505 7.683270 8.216278 -0.1181 -0.0278 0.1758 0.254
H 2.250798 6.579638 7.932238 0.2559 -0.3135 0.1260 0.317
H 2.538639 7.934606 6.853321 -0.0552 0.1508 0.3150 0.316
H 4.610058 4.461936 7.117566 0.3663 -0.2993 0.2369 0.276
H 5.438254 3.381337 6.197514 0.0112 -0.0753 0.1416 0.257
C -3.880054 1.894253 -4.567730 0.8921 -0.1176 -0.2966 -0.411
C -3.939246 1.055098 -5.836673 0.4576 -0.4302 0.2509 -0.165
O -3.421425 1.745421 -6.964164 -0.4797 -0.1230 0.3197 -0.624
H -4.249835 1.297901 -3.731985 -0.3249 0.4356 0.0919 0.161
H -4.311854 2.885136 -4.695984 -0.6018 -0.2196 0.1419 0.359
H -2.824779 2.112653 -4.354843 -0.0361 -0.1713 0.0537 -0.155
H -4.938138 0.654670 -6.019053 -0.1327 0.4949 -0.3594 0.360
H -3.329082 0.150761 -5.682645 -0.0137 0.0486 0.1143 0.066
H -2.473039 1.764603 -6.788094 0.3697 0.0044 -0.3687 0.344
C 0.697809 6.400830 -0.594504 -0.1187 0.3380 -1.1138 -1.231
C 0.489116 5.207346 0.282750 -0.3879 -0.5423 0.8472 0.235
O -0.304882 4.218225 -0.364422 0.1607 0.2059 -0.2782 -0.497
H -0.224515 6.946067 -0.812102 -0.0611 -0.0477 0.3295 0.297
H 1.045024 6.090095 -1.586321 0.1514 -0.1467 0.2042 0.160
H 1.437905 7.106858 -0.220850 -0.0501 -0.0585 0.2864 0.389
H -0.049579 5.462943 1.207866 0.2645 0.3667 0.0137 0.229
H 1.448081 4.776169 0.596479 0.0349 0.0293 -0.1579 0.088
H -0.126569 3.385213 0.095277 -0.0918 0.0674 -0.2500 0.575
```
Forces are in eV/Å.